Density functional theory data (the ωB97M-V functional and the def2-TZVPD basis) for the molecule C5H8N2S.

Calculated values
SMILES = S=C1N[C@@H]2CN[C@H]1C2
ΔE to the lowest compared entry with this formula, charge and spin = 13.3 kcal per mole
HOMO energy = -8.099 eV

Cartesian coordinates (Å):
S (0.19342, 0.43080, 3.17120)
C (0.06466, 0.00872, 1.59688)
N (0.82967, -0.86071, 0.90551)
C (0.44957, -0.85283, -0.50988)
C (0.83852, 0.52791, -1.08253)
N (-0.02613, 1.43990, -0.29497)
C (-0.88577, 0.55013, 0.52727)
C (-1.06391, -0.69532, -0.36082)
H (1.70650, -1.19428, 1.28014)
H (0.84393, -1.71061, -1.04079)
H (1.89001, 0.75119, -0.90427)
H (0.62610, 0.56926, -2.15906)
H (-0.61975, 2.00198, -0.90838)
H (-1.75623, 1.08198, 0.91138)
H (-1.52268, -1.55980, 0.15131)
H (-1.56790, -0.48831, -1.28298)

***

Density functional theory data (the ωB97M-V functional and the def2-TZVPD basis) for a 2-piece molecular cluster, C9H14 overall at a distorted geometry.

Calculated values
SMILES = Cc1ccccc1.CC
ΔE to the lowest compared entry with this formula, charge and spin = 14.0 kcal per mole
HOMO energy = -9.050 eV

Cartesian coordinates (Å):
C (-0.70847, 2.54405, 2.03172)
C (0.02075, 1.34788, 1.49667)
C (1.26729, 1.45474, 0.91094)
C (1.88729, 0.39366, 0.26067)
C (1.14195, -0.74733, 0.02542)
C (-0.12238, -0.91152, 0.58833)
C (-0.72155, 0.18576, 1.20723)
H (-0.94703, 3.26287, 1.25026)
H (-0.13218, 3.06105, 2.80139)
H (-1.60388, 2.34901, 2.63137)
H (1.73029, 2.43590, 0.99524)
H (2.81489, 0.54390, -0.26628)
H (1.47635, -1.56125, -0.61096)
H (-0.66185, -1.84442, 0.61066)
H (-1.72964, 0.08634, 1.59282)
C (-0.82756, -1.22506, -3.07217)
C (-1.15902, -2.48748, -2.28457)
H (-1.18521, -1.38386, -4.08610)
H (-1.22266, -0.32489, -2.60440)
H (0.23872, -0.98796, -3.18309)
H (-0.83042, -2.44241, -1.24778)
H (-0.80729, -3.41876, -2.72621)
H (-2.25233, -2.53182, -2.29080)

***

Density functional theory data (the ωB97M-V functional and the def2-TZVPD basis) for a 2-piece molecular cluster, C3H10N2O2 overall at a distorted geometry.

Calculated values
SMILES = C[C@H]1CN1O.NO
ΔE to the lowest compared entry with this formula, charge and spin = 152.4 kcal per mole
HOMO energy = -8.145 eV

Cartesian coordinates (Å):
C (1.54391, 0.79457, 0.65369)
C (0.85005, -0.18878, -0.21536)
C (0.75368, -1.61385, 0.11975)
N (-0.53564, -1.06017, 0.54411)
O (-0.53967, -0.85536, 1.95944)
H (1.31691, 0.59204, 1.70563)
H (1.25612, 1.81614, 0.40782)
H (2.62558, 0.68152, 0.54995)
H (0.67518, 0.09220, -1.24667)
H (0.63707, -2.31348, -0.70042)
H (1.36789, -1.97182, 0.94086)
H (-1.35397, -0.36532, 2.13158)
N (-1.65350, 0.88105, -1.92081)
O (-1.42395, 1.08789, -0.52376)
H (-2.60437, 0.52425, -2.01466)
H (-1.65087, 1.81242, -2.33155)
H (-1.26442, 0.08670, -0.05959)

***

Number 1: lowest unoccupied orbital energy 0.0268 Ha. Number 2: lowest unoccupied orbital energy 0.0380 Ha. Number 3: lowest unoccupied orbital energy 0.0362 Ha.